The following is a quantum chemistry calculation of 2 unconnected molecules or ions with the total composition C2H5BrSi at a distorted geometry, from the OMol25 dataset.

```
9
Properties=species:S:1:pos:R:3
C 0.429 -0.472 -0.059
C 1.405 0.397 -0.052
Si -1.421 -0.129 0.075
Br 3.246 0.045 -0.189
H 0.718 -1.514 -0.158
H 1.235 1.891 0.073
H -1.927 0.245 -1.247
H -1.668 0.930 1.049
H -2.017 -1.394 0.509
```

Output
E_tot = -80066.263 eV
Energy relative to the best compared isomer or geometry (same formula, charge and spin) = 114.3 kcal/mol
Total charge = 0
Spin multiplicity = 3
HOMO-LUMO gap (alpha / beta) = 4.8 / 4.2 eV
Highest occupied orbital energy (alpha / beta) = -0.1725 / -0.3405 hartree